7 unconnected molecules or ions with the total composition C35H77BrI2N3O8 at a distorted geometry, computed with ωB97M-V/def2-TZVPD.

Geometry as XYZ:
```
126
Properties=species:S:1:pos:R:3:lowdin_charge:R:1
C 6.51803 0.36282 1.86809 -0.29
H -0.59749 1.52698 -0.93576 0.12
H -0.61235 -2.18404 0.38213 0.13
O -7.61545 2.38414 -4.69538 -0.16
O 5.68027 0.20895 3.00766 -0.19
H 1.46948 -5.59305 9.81250 0.08
C 5.59941 2.58800 3.63297 -0.08
H -8.51991 3.86370 -3.56004 0.11
H -2.20012 0.49551 -5.92536 0.08
H 0.18362 -5.67709 -1.00595 0.08
H 8.22341 -0.69406 2.66723 0.09
H -0.36699 -3.90840 -2.92855 0.09
H 3.93155 -6.30005 3.49910 0.11
H 1.98978 -3.91115 5.53391 0.11
H 6.10094 -4.14358 11.13392 0.08
H 3.52909 -2.20209 -0.84367 0.11
H -5.67341 7.14420 -5.37432 0.11
H -5.58525 -1.63918 -2.87191 0.09
C 7.99959 0.26233 2.18736 -0.07
H 2.94087 -7.51129 9.23221 0.12
O 1.98893 1.72266 -4.04342 -0.01
H 4.59026 2.69271 3.22350 0.08
H 5.17522 -5.58641 11.55481 0.07
N 1.56983 1.34298 -1.08935 -0.04
N 0.47413 -0.80522 -0.86922 0.08
C -5.52808 7.55811 -6.37633 -0.29
C -5.83360 3.78653 -3.74489 -0.08
H 1.58643 -6.75322 11.15271 0.08
H 3.74119 -2.04070 1.01937 0.14
H -6.47023 4.65707 -3.57790 0.06
H 6.84991 1.04393 4.50122 0.11
H -9.74122 4.91005 -5.46977 0.08
H -6.05597 0.02085 -2.44814 0.08
H 5.70336 3.26150 4.48644 0.08
H 2.46781 -5.22577 11.21735 0.07
H -1.93622 -1.64783 -4.72727 0.12
H 0.66338 -1.38745 -1.70637 0.14
H -6.74999 8.74707 -8.51975 0.11
C -8.88893 4.25401 -5.66091 -0.07
O 1.36738 4.03704 0.35317 -0.03
H -4.60512 7.44424 -8.95876 0.06
H 5.17060 -4.15393 8.84547 0.11
C -6.71873 7.65359 -8.47796 -0.27
C 2.85935 1.29292 -3.23734 -0.68
H 3.87208 -4.02864 10.01462 0.11
H -3.66370 0.73240 -2.49873 0.10
C 5.85538 1.15163 4.05752 -0.27
C 2.48359 -3.54072 4.62996 -0.28
C 1.52515 -3.83374 -0.78445 -0.68
H 6.29982 2.91631 2.86157 0.07
C -5.31807 -0.58430 -2.97968 -0.07
N 2.87593 -0.34446 0.04557 0.09
H -4.42893 9.26231 -5.63615 0.08
O 2.82842 -4.62354 3.77944 -0.19
H 0.25050 2.68455 -2.09063 0.16
C 3.37345 -6.22973 5.56216 -0.07
C -6.32406 2.93720 -4.90567 -0.28
H 1.73666 -2.94824 4.09243 0.11
C -5.30281 9.05624 -6.25874 -0.08
C 3.03445 -1.83047 0.13421 -0.14
H 6.43830 -5.69297 10.33205 0.08
H 1.70893 -3.18651 1.33549 0.13
C 0.40169 -1.66556 0.37792 -0.12
C 0.37132 3.36484 0.02225 -0.72
H -7.66510 7.30145 -8.89526 0.12
H -1.18783 -2.86090 -1.66008 0.05
H -5.57697 6.01457 -9.30070 0.08
C -5.57841 7.10786 -9.32077 -0.08
C 3.79550 -5.54264 4.27502 -0.27
H -0.40056 -4.50034 0.27303 0.12
H -3.91950 -0.57629 -1.36195 0.12
H 4.43364 -3.17921 5.52886 0.07
H -5.13560 9.52109 -7.23297 0.07
H 0.56236 -0.97314 1.29009 0.15
O -2.91879 -1.12670 -3.03390 -0.19
H 3.98424 -7.17726 10.59911 0.11
I 3.06945 -5.38803 -0.48325 0.82
H -5.68047 7.43832 -10.35803 0.08
H -3.63765 -1.30883 -4.96925 0.11
H 3.32935 -1.80364 5.59143 0.08
H 4.13009 -6.95559 5.87154 0.09
H -4.64579 7.05892 -6.79074 0.10
C 3.65908 -2.64383 4.97546 -0.07
H -1.87103 -4.54116 -2.01453 0.09
C 2.14530 -6.02955 10.55311 -0.08
H 8.59204 0.34117 1.27176 0.08
H 5.13946 0.88250 4.83888 0.12
Br 4.20637 -0.09085 -3.68269 0.71
H -8.01542 4.88548 -5.84017 0.05
C -3.92644 -0.32867 -2.42740 -0.28
H -9.07799 3.69071 -6.57904 0.08
C -2.74334 -0.97043 -4.43689 -0.27
H 8.32629 1.05363 2.86398 0.07
C 1.64813 0.06935 -0.61645 -0.18
H 1.68741 -3.42627 -1.84213 0.08
C 5.64687 -5.05055 10.72804 -0.08
H -5.82549 3.20262 -2.81994 0.07
C 0.33968 2.17837 -1.05163 -0.13
I -1.57263 3.85756 0.94479 0.80
H -6.17519 9.54069 -5.81147 0.08
H -5.64100 2.09381 -5.03802 0.10
H -1.45280 0.75993 -4.33528 0.07
H 4.12030 -2.25191 4.06382 0.07
C 4.64946 -4.70072 9.63648 -0.28
O 4.06027 -5.83677 9.02042 -0.18
H -4.81942 4.14758 -3.93967 0.07
H 6.25182 -0.44002 1.17495 0.11
C 0.09143 -4.55498 -0.76675 -0.30
H -9.58182 2.71493 -4.34721 0.12
O -6.68423 7.21509 -7.12559 -0.17
C 3.31980 -6.70681 9.86731 -0.27
C 1.66464 -2.64538 0.31817 -0.31
C -0.90046 -3.95161 -1.91040 -0.11
C -8.67511 3.30867 -4.49114 -0.28
H -6.30280 3.50263 -5.84297 0.11
H 3.75371 1.75779 -1.16374 0.13
H 6.28937 1.30341 1.35523 0.10
H 2.67614 3.08899 -1.81887 0.15
H -3.14891 1.16336 -4.59566 0.06
C 2.79020 1.94294 -1.74418 -0.09
H 2.42331 -6.75297 5.42279 0.09
H 4.76330 -5.04475 4.39434 0.11
H -5.38676 -0.33753 -4.04150 0.06
H 3.03247 0.13604 0.94365 0.16
H 3.24036 -5.51983 6.38018 0.06
C -2.36718 0.44376 -4.84613 -0.07
```

Values from the calculation:
LUMO (eV): -4.4
E_HOMO (Ha): -0.402
Strongest force on any atom (eV Å⁻¹): 5.89
Total charge: +1

=====

5 unconnected molecules or ions with the total composition C35H77N2O10P2S at a distorted geometry, computed with ωB97M-V/def2-TZVPD.

Geometry as XYZ:
```
127
Properties=species:S:1:pos:R:3:lowdin_charge:R:1
C -4.98307 -0.02282 -1.07763 -0.19
C -6.15751 2.23254 -1.19063 -0.23
C -9.21600 -3.51636 -0.58752 -0.28
H -1.67348 5.86876 -2.50827 0.07
C -9.57830 -1.14257 -0.71366 -0.28
C -1.54782 6.06089 -3.57528 -0.09
H -0.69718 3.04016 1.04438 0.10
H -10.34257 -1.20097 -1.49661 0.11
O 3.19587 -1.20193 4.62584 -0.17
H -9.55208 -3.61165 0.45119 0.11
H -2.85207 4.47151 -4.19518 0.08
C 1.72350 1.59678 -0.51433 -0.38
C 1.96795 0.92375 4.83535 -0.08
H 7.46314 -3.84627 3.16707 0.08
H -4.52045 0.54035 -0.25249 0.08
C 4.26820 -4.06463 -0.85638 -0.17
H -1.31124 -0.39115 -2.07399 0.05
O -1.91478 1.07643 0.09439 -0.15
H -4.82174 2.54804 0.94310 0.07
C -5.88805 2.49880 1.18850 -0.11
C -5.88759 0.91120 -1.89332 -0.15
C 5.17738 0.21036 0.06281 -0.20
H 5.00271 -0.37529 0.96118 0.08
N 0.50535 1.03439 -0.54882 0.02
H 0.12734 -2.31960 -0.42155 0.09
H -1.16717 -2.11661 -2.16684 0.12
H 1.31643 -1.03129 5.48522 0.11
H -1.40165 7.13308 -3.71063 0.07
C -10.33283 -3.90166 -1.54152 -0.08
N 2.63712 0.69567 -0.23830 0.06
H 2.19643 -3.69122 -1.30190 0.07
H -2.83198 1.14133 -0.22799 0.06
H 0.95484 1.32834 4.82067 0.08
H -8.37539 -4.19961 -0.71115 0.12
H 3.23013 -2.58365 6.98122 0.08
P -0.95099 1.95970 -0.80554 0.19
H -11.20154 -3.25022 -1.44254 0.07
H 5.14096 -3.53766 -0.47078 0.05
H -10.86263 -0.11088 0.66553 0.08
C 3.45831 -1.52037 7.05982 -0.07
H 4.03897 1.88022 0.71904 0.13
C 9.65787 -5.29880 -0.24842 -0.08
C -3.87800 -0.67645 -1.90884 -0.20
H 9.19391 -5.80219 -1.09733 0.08
C 1.78812 -3.02475 1.44393 -0.26
H 9.75343 -6.02220 0.56165 0.07
H -9.46624 -0.89211 1.42563 0.08
H -6.92716 2.78312 -1.73739 0.12
H -2.97377 7.84875 -5.85871 0.07
O 1.97859 2.86044 -0.80424 0.15
H -2.60271 5.69807 -5.42504 0.11
H -5.46726 1.09741 -2.88250 0.12
H 7.63149 -5.53802 3.66548 0.08
O -0.67249 3.24333 0.09879 -0.15
H -6.23390 3.49177 1.48947 0.09
H 4.18566 1.80269 -1.00764 0.12
C 7.29030 -5.27697 1.56011 -0.28
H 4.18015 -1.37854 7.86385 0.08
C -2.74955 5.54638 -4.34945 -0.29
C 6.51489 0.95757 0.24297 -0.14
C -3.97084 8.02806 -5.45467 -0.08
C 4.03378 1.18857 -0.12378 -0.11
C 4.03516 -1.00118 5.75572 -0.28
P 2.91343 -2.06419 0.36861 1.00
O 4.89055 4.20395 0.15416 0.09
C 0.68360 -0.34368 -0.32980 -0.18
C -10.22715 -0.99649 0.65112 -0.07
O -3.98687 6.08827 -3.93022 -0.16
H 1.02745 -3.58741 0.90305 0.04
H 2.54346 -0.99903 7.34426 0.07
H -5.57437 -0.79552 -0.58552 0.13
C 5.93121 3.81890 0.61484 -0.34
H 10.66307 -4.99005 -0.53551 0.08
H 4.30523 0.05652 5.84990 0.11
O 6.98276 3.39151 -0.12354 -0.03
H -3.35963 0.07388 -2.51070 0.08
H -8.97745 -0.25691 -0.92468 0.10
H 2.43238 1.23493 5.77045 0.07
H 6.60994 1.31075 1.27040 0.12
C -1.42190 -1.30099 -1.48787 -0.19
C 1.92512 -0.58923 4.68910 -0.29
C 8.84408 -4.08471 0.16120 -0.28
H 4.54148 -4.62608 -1.74801 0.08
H -6.85921 0.42778 -2.00867 0.11
H 6.12044 3.80253 1.69803 0.15
H 6.20645 -5.36529 1.64801 0.11
H -4.37207 -1.35943 -2.60395 0.12
H -2.99860 -1.20140 -0.00892 0.10
O -8.67115 -2.22785 -0.81755 -0.17
H 1.31796 -2.35191 2.15750 0.02
C 7.87363 -4.81707 2.88448 -0.08
H 2.13051 3.42076 -0.02925 0.15
H -5.12587 7.70679 -3.67340 0.12
C -4.12185 7.49562 -4.04062 -0.28
H -5.26899 2.87643 -1.17043 0.12
H -10.65932 -4.92126 -1.33551 0.08
S -1.40153 2.35946 -2.59338 0.47
H -9.98848 -3.84966 -2.57513 0.08
H 2.53705 1.36978 4.01594 0.07
H 1.43992 -0.84293 3.74485 0.09
H -4.69434 7.55591 -6.12016 0.08
H -3.13992 -2.54813 -1.12072 0.12
H 5.24674 -0.52103 -0.74434 0.11
H 6.04633 2.18732 -1.51802 0.12
H 8.78524 -3.38471 -0.67324 0.12
H 3.33383 -2.48599 -1.99917 0.08
C -2.88492 -1.49052 -1.05697 -0.19
H 2.41138 -3.73807 1.98044 0.04
H 3.98883 -4.78975 -0.08871 0.07
H 7.74888 1.92256 -1.26060 0.13
C 1.99922 -0.55411 -0.09391 -0.25
H -4.14228 9.10460 -5.46394 0.08
H 7.66873 -6.27126 1.30012 0.11
H 8.95949 -4.72603 2.84580 0.07
O -6.65013 1.99979 0.11753 -0.19
C 6.80997 2.10023 -0.74526 -0.15
H 9.33540 -3.55640 0.98624 0.11
C 3.10124 -3.10445 -1.13328 -0.41
H -6.01134 1.82643 2.03752 0.09
H -0.88667 -1.38105 0.64518 0.13
H 4.95131 -1.54082 5.51711 0.12
C -0.40194 -1.37254 -0.33391 -0.13
H -10.85053 -1.85497 0.90405 0.07
H -3.42371 8.00324 -3.36499 0.11
O 7.49336 -4.37083 0.48854 -0.18
H 7.30435 0.21572 0.12436 0.12
H -0.64181 5.55725 -3.91494 0.07
```

Values from the calculation:
LUMO (eV): -2.6
E_HOMO (Ha): -0.403
Strongest force on any atom (eV Å⁻¹): 1.07
Total charge: +1

=====

12 unconnected molecules or ions with the total composition C35H77N7O21S3 at a distorted geometry, computed with ωB97M-V/def2-TZVPD.

Geometry as XYZ:
```
143
Properties=species:S:1:pos:R:3:lowdin_charge:R:1
O 9.84231 -5.43472 3.08653 0.04
C -7.04169 -4.39205 4.32875 -0.01
O -4.11706 0.35839 7.48400 0.06
O 8.11066 0.92337 -5.85346 0.02
H 3.26056 -1.57160 10.45231 0.09
H -4.09432 4.08285 -6.72656 0.12
N 3.26331 11.96393 -4.32577 -0.01
C 6.36378 -5.99584 2.89295 -0.09
H 8.10177 -5.51498 1.76779 0.15
H 7.18381 -0.99019 -4.66687 0.14
H 5.14285 1.57275 -6.35773 0.08
H 0.82157 -7.47220 -3.97437 0.12
H 5.05262 -1.42292 -3.86219 0.08
H 5.03817 -1.02935 10.14824 0.07
H 8.13399 -5.03015 5.41999 0.09
S 7.54166 3.68406 0.79878 0.72
H -1.78120 -7.87257 -3.73160 0.11
H -8.72156 1.71220 -0.42865 0.08
C 2.96805 13.27066 -4.74701 -0.09
H 6.44010 2.73902 -6.44051 0.08
H 6.38316 -7.01876 3.26895 0.08
H 8.98956 0.62673 1.00820 0.14
C 4.16289 -0.11096 6.50008 -0.08
H -9.89797 -2.70891 -0.27957 0.08
O -6.94764 -1.80367 -7.20353 -0.20
H 4.70452 -0.74389 5.79713 0.09
O -6.68512 -3.70744 -5.87113 -0.21
H -1.32589 2.82403 -7.03309 0.11
O -1.48737 0.46582 0.79295 -0.22
H 0.60207 -7.22883 -0.93477 0.12
H 5.08243 0.18541 -3.30599 0.07
H -0.96602 -6.55102 -2.99245 0.12
H -1.80967 -7.56951 -1.00394 0.12
C 3.75698 -1.45694 8.47068 -0.58
H -6.19575 1.30476 6.67150 0.09
O -0.54562 -0.56059 -1.35456 -0.27
C -5.97659 -1.55249 -6.16590 -0.14
H -2.25212 1.68939 -0.56762 0.12
O -9.08204 -3.09692 -6.61690 -0.28
H 9.85768 2.26100 2.67775 0.13
C 0.28378 -8.27727 -3.47362 -0.19
N -4.63603 -4.24140 3.65912 -0.01
N -3.35388 2.48285 7.37129 0.00
H -3.32129 4.78302 -4.44653 0.11
C -5.38255 1.88399 6.23413 -0.01
H -1.72008 3.01859 -4.97192 0.10
C -9.59344 1.41508 0.15414 0.00
H -4.96135 -1.62111 -6.55663 0.13
O 0.77479 -0.70412 0.79032 -0.25
N 6.52981 -0.24140 -4.84491 0.01
H -1.97991 3.21060 8.74356 0.08
H 5.75562 -5.35610 3.53245 0.09
C -9.51634 -0.08817 0.06226 -0.63
O -8.46066 -0.66482 0.13367 0.04
H -10.95818 -2.24675 -1.69019 0.08
H -2.73780 -3.53837 4.32417 0.08
C -6.18577 -2.65878 -5.08933 -0.19
C -10.75036 -2.12518 -0.62712 -0.04
O 1.10902 11.14364 -4.45539 0.00
H 5.60478 2.50524 -4.87567 0.08
H 4.19716 11.70247 -4.04354 0.14
C 6.94229 0.87921 -5.49473 -0.55
H -7.67219 -4.87775 3.58398 0.07
H 4.52966 0.88158 6.23847 0.08
C -1.83270 1.82656 0.42906 -0.16
H -2.78104 -4.55969 2.84166 0.08
H 4.56297 -2.65183 10.09821 0.08
O 0.91972 -8.60396 -2.28363 -0.14
H -11.62400 -2.55283 -0.13519 0.08
C 8.75191 -5.64036 3.54180 -0.60
C -3.37691 4.89023 -6.57970 -0.21
C -5.55757 -4.89943 4.40781 -0.52
H -2.64581 2.14074 1.08345 0.14
S -7.67686 -3.21851 -7.12555 0.73
H -0.57339 4.36057 -4.94186 0.10
C 0.21735 -8.22138 -1.16916 -0.24
H 3.93920 9.54892 -3.65647 0.07
C 4.18508 -1.65284 9.88069 -0.01
H 10.61950 3.06976 1.25577 0.13
N -10.63398 -0.71124 -0.20437 0.01
O -5.32970 -5.81820 5.18548 0.03
C -3.21520 -4.38190 3.82552 -0.08
H 2.66144 8.99214 -4.62980 0.09
H 0.13957 -9.20114 -4.03377 0.12
C 8.97795 1.68768 0.75850 -0.21
H -5.28074 -2.89638 -4.53025 0.14
N 7.72930 -5.62989 2.69955 0.00
O -7.47131 -4.02904 -8.30438 -0.23
H -11.46203 -0.14018 -0.29558 0.13
C 2.34539 10.99806 -4.25356 -0.55
H -3.87469 5.81088 -6.88422 0.12
C 9.69961 2.66507 1.67783 -0.14
H 5.80462 -6.01604 1.95752 0.09
C 8.53570 -5.95966 5.01658 0.01
H -3.38387 3.31210 6.79549 0.13
H 9.44584 -6.29970 5.51066 0.08
H -3.02133 -5.25477 4.44892 0.08
O 2.83171 -2.15421 7.99715 0.02
H 3.71427 13.54567 -5.49240 0.09
H -5.16756 1.43099 5.26631 0.09
H -1.31351 1.96390 7.76436 0.08
H -7.52431 -4.61332 5.28070 0.07
H 2.93321 14.02477 -3.96075 0.09
H -4.99747 -3.47233 3.11322 0.13
O 0.39440 1.61592 -0.29781 -0.21
H -0.56869 3.42364 -0.26590 0.13
H -6.15128 -0.58768 -5.68974 0.13
H -5.60859 2.91914 5.97828 0.08
O 6.25968 4.13362 1.28376 -0.22
O 8.04922 4.19810 -0.49987 -0.26
C 5.95674 2.01573 -5.78376 0.00
C 2.86720 9.67660 -3.80683 -0.01
C -1.51163 4.01069 -5.37241 -0.18
H 2.30738 9.45321 -2.89864 0.09
H -0.27652 4.34558 -7.18453 0.12
C -2.64990 5.00557 -5.27588 -0.18
C -1.02970 -7.63905 -2.97741 -0.21
C -4.23738 1.49218 7.07670 -0.60
O 7.64021 2.05843 0.79042 -0.21
H -1.52061 -9.25741 -1.69957 0.13
O 8.71573 3.67682 1.91499 -0.21
H 7.84747 -6.78588 5.19490 0.07
H -2.32426 6.04030 -5.16918 0.12
H 0.45463 -8.78685 -0.26802 0.12
H -7.06860 -3.30796 4.21861 0.06
H 4.34998 -0.13960 -4.85444 0.07
H 3.08657 -0.11752 6.32801 0.09
H -2.49643 1.59474 9.08828 0.09
C -1.22778 -8.20793 -1.66872 -0.18
H -9.44270 1.78728 1.16747 0.08
H 9.26814 1.80662 -0.28541 0.13
H 0.00048 2.73491 1.31689 0.14
S -0.11734 0.06495 -0.08348 0.74
C 5.19443 -0.40216 -4.21721 -0.08
N 4.47463 -0.57915 7.81720 0.00
C -0.48744 2.53676 0.36254 -0.16
H 2.01856 13.31412 -5.28056 0.09
H -6.90510 -2.27392 -4.36647 0.12
H -10.48976 1.81354 -0.32121 0.07
C -1.22315 3.89847 -6.88104 -0.17
C -2.23263 2.26275 8.26836 -0.08
H 5.36136 -0.19446 8.11017 0.14
O -2.32093 4.61758 -7.50445 -0.16
```

Values from the calculation:
LUMO (eV): -0.2
E_HOMO (Ha): -0.341
Strongest force on any atom (eV Å⁻¹): 4.38

=====

- Which value of strongest force on any atom does entry 3 give?
  4.38 eV Å⁻¹

=====

- What is the strongest force on any atom in the first record?
  5.89 eV Å⁻¹

=====

- The lowest strongest force on any atom belongs to which entry?
  C35H77N2O10P2S